1.
139
Properties=species:S:1:pos:R:3 method="wB97M-V/def2-TZVPD" homo_lumo_gap_ha="0.2581 / 0.2092" e_homo_ha="-0.25699 / -0.25767" relative_energy_kcal_mol=10.9 total_energy_ha=-6520.9511 spin_multiplicity=6
Ru 0.645 0.046 0.500
Cl 5.454 5.056 -1.071
C 4.653 3.785 -0.217
C 3.816 2.933 -0.908
C 3.107 1.930 -0.243
N 2.153 1.124 -0.843
C 2.128 0.922 -2.179
O 3.015 1.160 -2.990
C 0.822 0.361 -2.645
C 0.384 0.623 -3.932
C -0.875 0.190 -4.309
C -1.628 -0.538 -3.398
C -1.085 -0.811 -2.156
N 0.107 -0.350 -1.774
C 3.273 1.777 1.150
C 4.136 2.637 1.832
C 4.815 3.633 1.160
Cl 5.850 4.700 2.043
N 2.499 0.796 1.733
C 2.797 0.262 2.928
O 3.786 0.460 3.627
C 1.744 -0.690 3.415
C 1.859 -1.240 4.684
C 0.861 -2.078 5.147
C -0.258 -2.283 4.350
C -0.302 -1.684 3.106
N 0.700 -0.945 2.627
H 3.700 3.043 -1.974
H 1.043 1.157 -4.602
H -1.260 0.412 -5.296
H -2.614 -0.903 -3.652
H -1.588 -1.448 -1.440
H 4.271 2.515 2.894
H 2.736 -0.992 5.265
H 0.937 -2.547 6.119
H -1.080 -2.901 4.685
H -1.163 -1.792 2.460
C -2.642 -6.055 0.952
N -2.413 -4.677 0.551
C -3.554 -3.983 -0.017
C -1.251 -4.012 0.745
C -0.167 -4.756 1.489
O -1.077 -2.863 0.329
H -3.357 -6.503 0.264
H -3.057 -6.111 1.963
H -1.729 -6.641 0.911
H -4.458 -4.270 0.522
H -3.683 -4.226 -1.075
H -3.389 -2.917 0.085
H -0.562 -5.307 2.341
H 0.571 -4.037 1.832
H 0.337 -5.453 0.816
C 3.433 -7.227 0.096
C 3.433 -6.422 1.224
C 3.125 -5.073 1.119
C 2.842 -4.494 -0.116
C 2.862 -5.311 -1.243
C 3.151 -6.666 -1.139
Sb 2.258 -2.382 -0.277
C 2.429 -2.449 -2.425
C 1.295 -2.877 -3.116
C 1.298 -2.967 -4.498
C 2.437 -2.606 -5.207
C 3.578 -2.208 -4.528
C 3.583 -2.161 -3.139
C 4.195 -1.623 0.302
C 4.712 -2.028 1.529
C 5.952 -1.584 1.959
C 6.693 -0.726 1.160
C 6.163 -0.273 -0.037
C 4.912 -0.705 -0.460
H 3.647 -8.285 0.178
H 3.664 -6.842 2.196
H 3.104 -4.472 2.021
H 2.657 -4.895 -2.218
H 3.150 -7.276 -2.034
H 0.406 -3.158 -2.559
H 0.422 -3.323 -5.026
H 2.438 -2.653 -6.289
H 4.467 -1.932 -5.080
H 4.499 -1.914 -2.622
H 4.132 -2.685 2.170
H 6.330 -1.892 2.925
H 7.672 -0.397 1.482
H 6.713 0.434 -0.647
H 4.502 -0.297 -1.373
C -1.749 7.344 2.891
C -1.759 6.168 1.953
C -0.591 5.648 1.420
C -0.607 4.561 0.556
C 0.721 4.059 0.047
C -1.828 3.954 0.191
As -1.538 2.306 -0.902
N -1.201 1.186 0.522
C -1.632 1.449 1.825
C -2.993 1.435 2.171
C -3.406 1.636 3.475
C -2.478 1.858 4.484
C -1.131 1.920 4.157
C -0.716 1.748 2.848
C -3.326 1.951 -1.756
C -4.171 0.850 -1.596
C -3.904 -0.303 -0.661
C -5.350 0.766 -2.341
C -5.705 1.729 -3.266
C -6.997 1.653 -4.033
C -4.826 2.789 -3.464
C -3.650 2.907 -2.741
C -2.753 4.088 -3.007
C -3.017 4.480 0.723
C -4.414 3.998 0.418
C -2.953 5.571 1.588
H -0.731 7.641 3.138
H -2.272 7.096 3.816
H -2.260 8.197 2.442
H 0.362 6.094 1.683
H 1.536 4.681 0.415
H 0.755 4.057 -1.044
H 0.902 3.038 0.384
H -3.726 1.257 1.397
H -4.464 1.622 3.710
H -2.806 2.021 5.503
H -0.400 2.133 4.928
H 0.328 1.878 2.584
H -2.943 -0.221 -0.163
H -3.929 -1.224 -1.248
H -4.692 -0.381 0.092
H -6.001 -0.089 -2.181
H -7.474 0.682 -3.913
H -6.827 1.828 -5.097
H -7.691 2.420 -3.684
H -5.072 3.545 -4.203
H -3.125 4.672 -3.848
H -1.735 3.761 -3.234
H -2.698 4.741 -2.133
H -4.437 3.016 -0.028
H -4.900 4.691 -0.275
H -5.005 3.986 1.336
H -3.883 5.963 1.987

---

2.
136
Properties=species:S:1:pos:R:3 method="wB97M-V/def2-TZVPD" homo_lumo_gap_ha="0.1592 / 0.1334" e_homo_ha="-0.39435 / -0.39392" relative_energy_kcal_mol=0.0 charge=+2 total_energy_ha=-4774.1033 spin_multiplicity=2
Ir -0.035 -0.258 -0.010
C -3.606 -5.436 -0.639
C -2.658 -5.336 0.370
C -1.568 -4.501 0.214
C -1.394 -3.789 -0.975
C -2.372 -3.857 -1.968
C -3.465 -4.688 -1.799
P 0.013 -2.663 -1.142
C 1.525 -3.627 -0.818
C 1.588 -4.973 -0.481
C 2.822 -5.579 -0.307
C 3.991 -4.848 -0.452
C 3.932 -3.504 -0.794
C 2.706 -2.899 -0.984
C 0.249 -2.446 -2.936
C 0.425 -3.587 -3.714
C 0.716 -3.465 -5.059
C 0.880 -2.205 -5.613
C 0.695 -1.073 -4.838
C 0.351 -1.172 -3.495
Si -0.268 0.308 -2.437
C 0.478 1.855 -3.287
C 0.003 2.262 -4.532
C 0.708 3.141 -5.332
C 1.938 3.628 -4.916
C 2.388 3.311 -3.650
C 1.654 2.452 -2.827
P 2.324 2.365 -1.138
C 3.845 1.396 -1.168
C 4.748 1.490 -0.111
C 5.914 0.746 -0.130
C 6.165 -0.122 -1.182
C 5.236 -0.263 -2.203
C 4.079 0.498 -2.204
C 2.603 4.115 -0.736
C 1.467 4.916 -0.866
C 1.503 6.240 -0.477
C 2.666 6.772 0.061
C 3.797 5.983 0.176
C 3.776 4.656 -0.223
C -2.157 0.026 -2.766
C -2.619 -0.186 -4.062
C -3.956 -0.428 -4.326
C -4.867 -0.482 -3.281
C -4.423 -0.318 -1.982
C -3.078 -0.080 -1.720
P -2.533 0.242 -0.004
C -3.152 1.954 0.070
C -4.508 2.204 0.267
C -5.004 3.485 0.105
C -4.157 4.526 -0.242
C -2.805 4.283 -0.423
C -2.307 3.000 -0.280
C -3.624 -0.692 1.096
C -4.023 -1.987 0.775
C -4.805 -2.706 1.659
C -5.177 -2.150 2.874
C -4.758 -0.872 3.209
C -3.972 -0.148 2.333
H -4.460 -6.085 -0.517
H -2.770 -5.905 1.280
H -0.835 -4.413 1.004
H -2.263 -3.276 -2.872
H -4.212 -4.752 -2.575
H 0.687 -5.559 -0.380
H 2.869 -6.630 -0.063
H 4.948 -5.328 -0.320
H 4.840 -2.932 -0.918
H 2.643 -1.855 -1.265
H 0.322 -4.566 -3.263
H 0.824 -4.350 -5.667
H 1.142 -2.108 -6.654
H 0.806 -0.095 -5.283
H -0.937 1.867 -4.879
H 0.314 3.427 -6.295
H 2.525 4.265 -5.560
H 3.323 3.723 -3.290
H 4.541 2.137 0.729
H 6.624 0.855 0.677
H 7.084 -0.691 -1.204
H 5.411 -0.960 -3.009
H 3.358 0.406 -3.006
H 0.566 4.491 -1.294
H 0.624 6.854 -0.590
H 2.690 7.798 0.394
H 4.706 6.397 0.582
H 4.675 4.063 -0.154
H -1.918 -0.172 -4.883
H -4.288 -0.567 -5.344
H -5.915 -0.657 -3.478
H -5.128 -0.373 -1.163
H -5.178 1.400 0.536
H -6.060 3.661 0.233
H -4.552 5.521 -0.378
H -2.145 5.094 -0.688
H -1.260 2.794 -0.448
H -3.739 -2.416 -0.176
H -5.129 -3.701 1.397
H -5.797 -2.709 3.558
H -5.057 -0.442 4.154
H -3.638 0.849 2.587
N 3.366 -2.113 2.221
C 2.351 -2.894 2.683
C 1.211 -2.382 2.140
N 1.524 -1.308 1.362
C 2.830 -1.173 1.430
H 4.342 -2.227 2.443
H 2.515 -3.727 3.333
H 0.198 -2.710 2.256
H 3.404 -0.428 0.912
I 3.345 1.553 3.564
C 1.312 1.717 0.164
H 1.988 1.564 1.011
H 0.578 2.476 0.445
C -0.726 3.680 6.194
C 0.025 2.830 5.175
C -0.947 2.113 4.249
S -0.137 0.657 3.464
O -0.830 0.524 2.131
C -0.943 -0.676 4.452
C -0.360 -0.839 5.843
C 1.103 -1.263 5.825
H -0.022 4.240 6.803
H -1.318 3.050 6.857
H -1.397 4.381 5.702
H 0.632 2.097 5.709
H 0.698 3.458 4.594
H -1.287 2.755 3.440
H -1.813 1.751 4.798
H -0.785 -1.581 3.868
H -2.010 -0.461 4.473
H -0.941 -1.608 6.356
H -0.457 0.085 6.416
H 1.245 -2.158 5.224
H 1.433 -1.484 6.837
H 1.735 -0.469 5.433